[1]
A molecular structure, C7H12Cl2NO2P at a distorted geometry. Source: the Open Molecules 2025 dataset; level of theory: ωB97M-V with the def2-TZVPD basis set.

The calculation puts the HOMO energy at -0.372 Eh. For the energy, the calculation gives -47370.165 eV. For the relative energy (zero: lowest compared OMol25 entry of this formula, charge and spin), the calculation gives 3.175 eV.

ORCA input file:
```
! wB97M-V def2-TZVPD RIJCOSX def2/J DEFGRID3
* xyz 0 1
C 1.08 1.90 -0.11
C 1.81 0.94 0.33
C 1.57 -0.60 0.14
C 0.90 -0.81 -1.22
C 2.84 -1.39 0.37
C -2.80 0.63 0.07
C -3.00 -0.64 0.95
N -1.45 1.00 0.06
O -0.68 2.54 -2.11
O 0.62 -1.00 1.00
P -0.53 1.72 -0.90
Cl 3.26 1.36 1.08
Cl -4.67 -1.10 0.75
H 1.19 2.97 0.24
H 0.16 -1.67 -1.20
H 1.57 -0.96 -2.04
H 0.45 0.27 -1.48
H 3.58 -1.07 -0.29
H 2.56 -2.46 0.02
H 3.28 -1.30 1.33
H -3.45 1.38 0.43
H -3.21 0.25 -0.99
H -2.68 -0.23 1.95
H -2.38 -1.52 0.57
H -0.04 -0.22 1.06
*
```

These are the natural (NBO) partial charges, in e, on atoms 1 to 6: C -0.6294; C 0.0092; C 0.1909; C -0.5223; C -0.6162; C -0.2279

[2]
8 unconnected molecules or ions with the total composition C24H51O25P at a distorted geometry. Source: the Open Molecules 2025 dataset; level of theory: ωB97M-V with the def2-TZVPD basis set.

The calculation puts the HOMO energy at -0.397 Eh. For the energy, the calculation gives -86194.661 eV. The SMILES is CCCOP(=O)(O)O.COC(=O)OC.COC(=O)OC.COC(=O)OC.COC(=O)OC.COC(=O)OC.COC(=O)OC.COC(=O)OC.

ORCA input file:
```
! wB97M-V def2-TZVPD RIJCOSX def2/J DEFGRID3
* xyz 0 1
C -5.43 4.74 -1.76
C -5.48 6.28 -1.67
C -6.88 6.86 -1.57
O -7.85 6.07 -2.32
P -9.14 5.68 -1.52
O -9.69 6.68 -0.65
O -10.19 5.27 -2.62
O -8.77 4.33 -0.77
H -4.75 4.38 -1.01
H -6.39 4.27 -1.63
H -5.01 4.44 -2.71
H -4.93 6.73 -2.48
H -4.98 6.56 -0.75
H -6.91 7.85 -1.99
H -7.17 6.91 -0.53
H -9.69 4.98 -3.41
H -8.96 4.48 0.17
C -1.69 2.01 -6.25
O -2.29 2.04 -4.95
C -2.77 0.85 -4.55
O -2.72 -0.17 -5.17
O -3.30 1.01 -3.34
C -3.86 -0.18 -2.78
H -1.35 3.02 -6.45
H -0.83 1.34 -6.26
H -2.41 1.72 -7.00
H -3.08 -0.94 -2.65
H -4.66 -0.56 -3.40
H -4.25 0.09 -1.81
C -8.95 0.43 4.45
O -9.91 0.48 3.40
C -9.39 0.64 2.18
O -8.22 0.73 1.93
O -10.39 0.67 1.31
C -9.98 0.83 -0.05
H -9.50 0.30 5.38
H -8.28 -0.42 4.32
H -8.38 1.35 4.50
H -9.35 0.00 -0.37
H -9.45 1.77 -0.19
H -10.88 0.84 -0.66
C -0.29 2.12 -1.87
O -0.74 1.03 -1.07
C 0.23 0.28 -0.55
O 1.41 0.45 -0.71
O -0.33 -0.69 0.17
C 0.60 -1.59 0.79
H -1.17 2.64 -2.23
H 0.32 2.80 -1.29
H 0.27 1.75 -2.73
H 1.24 -1.05 1.48
H 1.20 -2.11 0.04
H 0.02 -2.32 1.34
C 1.08 -4.41 6.54
O 0.70 -3.04 6.68
C 0.56 -2.38 5.53
O 0.73 -2.84 4.43
O 0.20 -1.13 5.81
C 0.02 -0.30 4.66
H 1.16 -4.82 7.54
H 0.33 -4.96 5.98
H 2.05 -4.48 6.05
H -0.78 -0.69 4.03
H 0.94 -0.21 4.10
H -0.27 0.68 5.02
C 7.61 -3.37 -1.42
O 6.19 -3.39 -1.60
C 5.61 -2.18 -1.64
O 6.17 -1.12 -1.57
O 4.31 -2.37 -1.78
C 3.54 -1.16 -1.84
H 7.93 -4.41 -1.40
H 8.10 -2.87 -2.25
H 7.88 -2.90 -0.48
H 3.83 -0.56 -2.70
H 3.65 -0.58 -0.92
H 2.50 -1.45 -1.95
C 5.30 -2.55 6.67
O 5.12 -3.96 6.51
C 6.18 -4.69 6.86
O 7.23 -4.26 7.27
O 5.88 -5.97 6.66
C 6.94 -6.88 6.99
H 4.36 -2.08 6.36
H 5.49 -2.30 7.72
H 6.11 -2.19 6.04
H 7.20 -6.80 8.04
H 7.82 -6.69 6.37
H 6.57 -7.88 6.78
C 8.11 -0.67 -3.94
O 8.70 -1.22 -5.13
C 9.76 -0.55 -5.57
O 10.23 0.44 -5.07
O 10.22 -1.16 -6.67
C 11.36 -0.54 -7.25
H 7.27 -1.31 -3.69
H 8.81 -0.67 -3.12
H 7.74 0.34 -4.13
H 12.20 -0.53 -6.56
H 11.13 0.48 -7.57
H 11.62 -1.13 -8.13
*
```

These are the Mulliken partial charges, in e, on atoms 1 to 6: C -0.7704; C -0.4043; C -0.5627; O -0.2830; P 0.8278; O -0.6314

[3]
A molecular structure, C6H28Ag2O19P2 at a distorted geometry. Source: the Open Molecules 2025 dataset; level of theory: ωB97M-V with the def2-TZVPD basis set.

The calculation puts the HOMO energy (alpha / beta) at -0.141 / -0.134 Eh. For the energy, the calculation gives -72160.702 eV.

ORCA input file:
```
! wB97M-V def2-TZVPD RIJCOSX def2/J DEFGRID3
* xyz -2 3
Ag 8.32 -25.19 5.86
Ag 9.46 -25.08 9.13
P 9.59 -23.00 7.15
O 9.87 -23.62 5.72
O 8.35 -23.84 7.63
O 9.24 -21.51 7.16
O 10.63 -23.45 8.23
P 8.52 -27.21 7.74
O 9.62 -26.21 7.28
O 8.95 -28.65 7.75
O 7.39 -26.94 6.71
O 8.11 -26.76 9.16
O 12.12 -25.52 7.16
H 11.84 -24.66 7.48
H 11.29 -26.00 7.02
O 11.26 -25.65 10.40
H 11.80 -24.84 10.32
H 11.49 -26.01 11.26
O 11.07 -21.62 4.42
H 10.64 -22.30 4.99
H 10.53 -20.83 4.56
O 10.00 -20.90 9.85
H 10.47 -20.21 9.34
H 9.31 -21.21 9.26
O 11.09 -24.65 3.64
H 10.80 -24.08 4.39
H 10.28 -25.02 3.30
C 13.58 -21.36 9.34
C 13.92 -22.85 9.53
O 12.73 -23.60 9.83
O 12.93 -21.18 8.09
H 14.47 -20.74 9.22
H 12.96 -20.97 10.15
H 14.58 -22.98 10.39
H 14.39 -23.25 8.63
H 11.99 -23.39 9.20
H 12.12 -21.71 8.14
C 5.81 -22.03 9.05
C 6.10 -20.58 8.73
O 6.69 -20.40 7.47
O 6.91 -22.71 9.65
H 5.45 -22.55 8.16
H 4.97 -22.03 9.76
H 6.69 -20.09 9.51
H 5.13 -20.08 8.63
H 7.51 -20.91 7.41
H 7.46 -23.01 8.90
C 9.56 -18.26 5.52
C 10.67 -18.46 6.56
O 10.32 -19.17 7.73
O 8.97 -19.48 5.10
H 9.92 -17.80 4.60
H 8.78 -17.65 5.99
H 11.01 -17.47 6.88
H 11.48 -18.99 6.04
H 9.98 -20.09 7.55
H 8.86 -20.03 5.89
*
```

These are the natural (NBO) partial charges, in e, on atoms 1 to 6: Ag 1.1619; Ag 1.3199; P 2.5911; O -1.2462; O -1.2964; O -1.2538

Question: Which value of energy does entry 2 give?
Answer: -86194.661 eV

Question: Which value of energy does entry 1 give?
Answer: -47370.165 eV

What did the first record say?
A molecular structure, C7H12Cl2NO2P at a distorted geometry. Source: the Open Molecules 2025 dataset; level of theory: ωB97M-V with the def2-TZVPD basis set.

The calculation puts the HOMO energy at -0.372 Eh. For the energy, the calculation gives -47370.165 eV. For the relative energy (zero: lowest compared OMol25 entry of this formula, charge and spin), the calculation gives 3.175 eV.

ORCA input file:
```
! wB97M-V def2-TZVPD RIJCOSX def2/J DEFGRID3
* xyz 0 1
C 1.08 1.90 -0.11
C 1.81 0.94 0.33
C 1.57 -0.60 0.14
C 0.90 -0.81 -1.22
C 2.84 -1.39 0.37
C -2.80 0.63 0.07
C -3.00 -0.64 0.95
N -1.45 1.00 0.06
O -0.68 2.54 -2.11
O 0.62 -1.00 1.00
P -0.53 1.72 -0.90
Cl 3.26 1.36 1.08
Cl -4.67 -1.10 0.75
H 1.19 2.97 0.24
H 0.16 -1.67 -1.20
H 1.57 -0.96 -2.04
H 0.45 0.27 -1.48
H 3.58 -1.07 -0.29
H 2.56 -2.46 0.02
H 3.28 -1.30 1.33
H -3.45 1.38 0.43
H -3.21 0.25 -0.99
H -2.68 -0.23 1.95
H -2.38 -1.52 0.57
H -0.04 -0.22 1.06
*
```

These are the natural (NBO) partial charges, in e, on atoms 1 to 6: C -0.6294; C 0.0092; C 0.1909; C -0.5223; C -0.6162; C -0.2279

Repeat the third record exactly.
A molecular structure, C6H28Ag2O19P2 at a distorted geometry. Source: the Open Molecules 2025 dataset; level of theory: ωB97M-V with the def2-TZVPD basis set.

The calculation puts the HOMO energy (alpha / beta) at -0.141 / -0.134 Eh. For the energy, the calculation gives -72160.702 eV.

ORCA input file:
```
! wB97M-V def2-TZVPD RIJCOSX def2/J DEFGRID3
* xyz -2 3
Ag 8.32 -25.19 5.86
Ag 9.46 -25.08 9.13
P 9.59 -23.00 7.15
O 9.87 -23.62 5.72
O 8.35 -23.84 7.63
O 9.24 -21.51 7.16
O 10.63 -23.45 8.23
P 8.52 -27.21 7.74
O 9.62 -26.21 7.28
O 8.95 -28.65 7.75
O 7.39 -26.94 6.71
O 8.11 -26.76 9.16
O 12.12 -25.52 7.16
H 11.84 -24.66 7.48
H 11.29 -26.00 7.02
O 11.26 -25.65 10.40
H 11.80 -24.84 10.32
H 11.49 -26.01 11.26
O 11.07 -21.62 4.42
H 10.64 -22.30 4.99
H 10.53 -20.83 4.56
O 10.00 -20.90 9.85
H 10.47 -20.21 9.34
H 9.31 -21.21 9.26
O 11.09 -24.65 3.64
H 10.80 -24.08 4.39
H 10.28 -25.02 3.30
C 13.58 -21.36 9.34
C 13.92 -22.85 9.53
O 12.73 -23.60 9.83
O 12.93 -21.18 8.09
H 14.47 -20.74 9.22
H 12.96 -20.97 10.15
H 14.58 -22.98 10.39
H 14.39 -23.25 8.63
H 11.99 -23.39 9.20
H 12.12 -21.71 8.14
C 5.81 -22.03 9.05
C 6.10 -20.58 8.73
O 6.69 -20.40 7.47
O 6.91 -22.71 9.65
H 5.45 -22.55 8.16
H 4.97 -22.03 9.76
H 6.69 -20.09 9.51
H 5.13 -20.08 8.63
H 7.51 -20.91 7.41
H 7.46 -23.01 8.90
C 9.56 -18.26 5.52
C 10.67 -18.46 6.56
O 10.32 -19.17 7.73
O 8.97 -19.48 5.10
H 9.92 -17.80 4.60
H 8.78 -17.65 5.99
H 11.01 -17.47 6.88
H 11.48 -18.99 6.04
H 9.98 -20.09 7.55
H 8.86 -20.03 5.89
*
```

These are the natural (NBO) partial charges, in e, on atoms 1 to 6: Ag 1.1619; Ag 1.3199; P 2.5911; O -1.2462; O -1.2964; O -1.2538